Run P
17
Properties=species:S:1:pos:R:3 method="wB97M-V/def2-TZVPD" e_homo_ev=-8.61 smiles="C/C=C/CCN" spin_multiplicity=1
C -1.000 1.632 0.224
C -0.552 1.046 -1.044
C -0.275 -0.427 -0.956
C 0.826 -0.914 -0.269
C 0.967 -2.202 0.375
N 0.126 1.390 1.205
H -1.244 2.667 0.242
H -1.994 1.034 0.446
H -1.333 1.183 -1.913
H 0.429 1.541 -1.402
H -0.942 -1.113 -1.590
H 1.756 -0.132 -0.137
H -0.006 -2.538 0.165
H 1.625 -2.985 -0.121
H 1.370 -2.026 1.389
H 0.539 0.435 1.268
H -0.291 1.407 2.118



Run Q
17
Properties=species:S:1:pos:R:3 method="wB97M-V/def2-TZVPD" e_homo_ev=-9.08 smiles=CC[C@H]1CN1C spin_multiplicity=1
C -0.728 -1.670 1.640
C -1.168 -0.668 0.571
C -0.007 0.198 0.140
C 0.977 -0.314 -0.845
N 0.032 0.729 -1.211
C 0.639 2.042 -1.352
H 0.107 -2.281 1.277
H -0.391 -1.160 2.550
H -1.543 -2.346 1.919
H -1.550 -1.197 -0.310
H -1.989 -0.046 0.950
H 0.391 0.857 0.917
H 0.807 -1.284 -1.311
H 2.024 -0.035 -0.730
H -0.132 2.818 -1.327
H 1.153 2.097 -2.318
H 1.379 2.261 -0.561



Most stable: run Q (next structure +1.553 eV)



Run P
8
Properties=species:S:1:pos:R:3 method="wB97M-V/def2-TZVPD" e_homo_ev=-9.57 smiles="N=C=NON" spin_multiplicity=1
C -1.022 0.465 0.033
N 0.015 1.087 0.131
N -2.056 -0.062 -0.195
N 1.709 -0.337 -0.132
O 1.376 0.954 -0.024
H 1.510 -0.870 0.736
H -2.629 -0.555 0.378
H 1.097 -0.682 -0.927



Run Q
8
Properties=species:S:1:pos:R:3 method="wB97M-V/def2-TZVPD" e_homo_ev=-9.26 spin_multiplicity=1
C 0.331 0.515 0.808
N 0.183 0.390 2.218
N 1.096 1.452 0.348
N -0.406 -0.470 0.192
O 0.366 1.285 2.950
H -0.084 -1.007 -0.643
H 1.406 1.295 -0.598
H -0.519 -1.242 0.736



Run R
8
Properties=species:S:1:pos:R:3 method="wB97M-V/def2-TZVPD" e_homo_ev="-10.62 / -9.08" spin_multiplicity=1
C -0.866 -0.462 -0.027
N 0.283 -1.140 0.022
N -2.023 -0.979 -0.019
N 2.649 -0.782 -0.011
O 1.576 -0.078 -0.013
H -0.567 0.691 0.064
H -2.812 -0.348 0.075
H 3.335 -0.082 -0.275



Most stable: run Q (next structure +1.697 eV)



Run P
6
Properties=species:S:1:pos:R:3 method="wB97M-V/def2-TZVPD" e_homo_ev=-9.16 smiles="[O-]/[NH+]=C/F" spin_multiplicity=1
C -0.117 0.324 0.592
N 0.053 -0.341 -0.475
O -0.611 -0.367 -1.594
F 0.876 0.398 1.454
H -0.994 1.104 0.506
H 0.793 -1.117 -0.482



Run Q
6
Properties=species:S:1:pos:R:3 method="wB97M-V/def2-TZVPD" e_homo_ev=-10.41 spin_multiplicity=1
C -0.035 -0.308 -0.008
N 0.998 0.315 0.044
O -1.148 -0.777 -0.006
F -3.517 0.293 0.027
H 2.463 1.090 0.351
H -3.562 -0.683 -0.069



Most stable: run P (next structure +1.058 eV)



Run P
20
Properties=species:S:1:pos:R:3 method="wB97M-V/def2-TZVPD" e_homo_ev="-7.71 / -8.13" smiles="C=S(=O)=C(CC)CC" spin_multiplicity=1
C -0.541 1.236 -1.507
C 0.214 0.176 0.643
C 1.926 -1.021 -0.828
C -2.282 0.049 1.009
C 1.588 -0.263 0.523
C -0.931 -0.711 0.941
O 1.084 2.650 -0.101
S -0.185 1.930 0.031
H 0.199 1.315 -2.332
H -1.435 0.764 -1.606
H 1.039 -1.551 -0.996
H 2.679 -1.824 -0.870
H 2.123 -0.302 -1.505
H -2.547 0.184 0.008
H -2.217 1.043 1.379
H -3.094 -0.472 1.348
H 2.261 0.654 0.553
H 1.844 -0.948 1.425
H -0.866 -1.543 0.121
H -0.858 -1.367 1.765



Run Q
20
Properties=species:S:1:pos:R:3 method="wB97M-V/def2-TZVPD" e_homo_ev=-8.55 smiles="CC(C)=C(CO)CS" spin_multiplicity=1
C 2.533 0.281 -0.343
C 1.226 -0.460 0.123
C 1.473 -1.829 -0.254
C 0.130 -0.057 0.898
C -1.046 -0.748 1.055
C -0.061 1.515 0.699
H 2.874 -0.050 -1.229
H 3.370 0.243 0.351
H 2.426 1.396 -0.292
H 0.419 -2.475 -0.277
H 1.861 -1.625 -1.298
H 2.009 -2.705 0.441
H -1.881 -0.380 1.822
H -0.857 -1.793 1.079
H -3.443 -0.064 -0.251
H -1.075 1.648 1.198
H 0.713 1.974 1.311
H -0.878 2.160 -0.971
O 0.001 2.237 -0.555
S -1.942 -0.527 -0.657



Most stable: run Q (next structure +0.631 eV)



Run P
15
Properties=species:S:1:pos:R:3 method="wB97M-V/def2-TZVPD" e_homo_ev=-7.99 spin_multiplicity=1
C 0.682 1.186 -2.602
C -0.290 0.049 0.452
C -0.987 0.350 1.671
C 0.510 -1.229 0.631
H 0.918 0.554 -3.657
H -0.315 1.940 -2.511
H 1.882 1.516 -2.112
H -1.445 1.198 2.143
H -1.811 -1.117 2.895
H 0.503 -2.022 -0.154
H 1.514 -1.150 0.878
N 0.253 0.220 -1.453
N -0.143 1.054 -0.478
N -0.846 -0.753 2.555
O -0.424 -1.796 1.742



Run Q
15
Properties=species:S:1:pos:R:3 method="wB97M-V/def2-TZVPD" e_homo_ev="-7.73 / -7.73" smiles="[H]/N=C(/C)N(O)C=C=N" spin_multiplicity=1
C 0.736 0.745 1.590
C 0.560 -1.377 -0.599
C 0.241 0.717 0.166
C -0.780 -1.290 -0.487
O -2.184 0.565 -0.635
N -1.093 -0.054 -0.011
N 1.632 -1.822 -0.954
N 0.583 1.659 -0.642
H -2.456 1.236 0.013
H 1.610 -2.211 -1.903
H 0.100 1.543 -1.538
H -1.557 -1.959 -0.832
H 1.740 0.319 1.621
H 0.771 1.773 1.961
H 0.098 0.156 2.251



Most stable: run Q (next structure +2.480 eV)



Run P
15
Properties=species:S:1:pos:R:3 method="wB97M-V/def2-TZVPD" e_homo_ev=-8.21 smiles=CNc1onnc1C spin_multiplicity=1
C -1.021 -0.820 -0.062
C -0.264 0.332 0.047
C -0.679 -2.296 0.030
C 1.622 1.940 -0.002
N -2.355 -0.369 -0.209
N -2.335 0.867 -0.249
N 1.064 0.583 0.104
O -1.057 1.416 -0.092
H 0.259 -2.553 -0.485
H -0.513 -2.737 1.093
H -1.627 -2.833 -0.467
H 2.526 2.047 0.819
H 2.081 2.008 -1.036
H 0.748 2.697 0.113
H 1.551 -0.282 0.395



Run Q
15
Properties=species:S:1:pos:R:3 method="wB97M-V/def2-TZVPD" e_homo_ev=-8.90 smiles="[H]/N=C(/N=C/N)C(=C)O" spin_multiplicity=1
C 0.711 -0.718 0.644
C -0.812 -0.838 -0.178
N 1.320 2.552 -0.419
C 0.965 1.262 -0.339
C -1.885 -0.352 0.471
O -0.920 -1.995 -0.930
N 1.094 0.565 0.744
N 1.492 -1.710 0.715
H -1.795 -2.388 -0.792
H 0.974 -2.579 0.576
H 1.937 2.898 0.309
H 1.417 2.997 -1.319
H 0.137 0.596 -1.020
H -2.831 -0.879 0.537
H -1.802 0.590 1.002



Most stable: run P (next structure +0.364 eV)



Run P
10
Properties=species:S:1:pos:R:3 method="wB97M-V/def2-TZVPD" e_homo_ev=-8.67 spin_multiplicity=1
C -0.852 1.971 -0.536
C -0.339 -1.302 -0.174
N -1.805 2.509 -0.951
N 0.210 1.421 -0.129
O 1.549 -0.291 1.418
S 0.030 -0.026 1.119
H 0.307 -2.116 -0.055
H 0.025 -0.625 -1.110
H -1.308 -1.721 -0.326
H 2.182 0.181 0.746



Run Q
10
Properties=species:S:1:pos:R:3 method="wB97M-V/def2-TZVPD" e_homo_ev=-8.85 smiles="NC(=O)C(N)=S" spin_multiplicity=1
C -1.053 -0.140 0.018
C 0.380 0.373 -0.016
H -2.170 -1.842 -0.165
H -0.412 -2.108 0.043
H 1.222 2.219 0.248
H -0.537 2.224 0.046
N -1.235 -1.474 0.112
N 0.363 1.723 0.041
O -1.933 0.650 -0.087
S 1.719 -0.552 -0.035



Run R
10
Properties=species:S:1:pos:R:3 method="wB97M-V/def2-TZVPD" e_homo_ev=-9.49 smiles="NC(=O)NC=S" spin_multiplicity=1
C 1.383 0.097 -0.006
C -0.948 -0.892 -0.133
H -0.349 1.243 0.057
H 1.077 2.347 -0.136
H 0.787 -1.871 0.407
H -1.473 -1.733 -0.208
N 0.705 1.255 0.235
N 0.484 -0.988 0.319
O 2.571 -0.170 -0.265
S -1.971 0.267 -0.065



Most stable: run Q (next structure +2.463 eV)



Run P
11
Properties=species:S:1:pos:R:3 method="wB97M-V/def2-TZVPD" e_homo_ev=-9.87 spin_multiplicity=1
C 2.668 -0.913 -0.265
C 1.565 -0.462 -0.097
C 0.246 0.079 0.084
C -0.901 -0.087 -0.722
C -1.942 0.298 0.094
N -1.510 0.705 1.308
N -0.210 0.533 1.393
H 3.648 -1.320 -0.396
H -0.931 -0.439 -1.744
H -3.001 0.337 -0.133
H 0.369 1.270 0.479



Run Q
11
Properties=species:S:1:pos:R:3 method="wB97M-V/def2-TZVPD" e_homo_ev=-8.88 smiles=C#Cc1cn[nH]c1 spin_multiplicity=1
C 2.755 -0.380 -0.114
C 1.599 -0.427 0.226
C 0.207 -0.134 0.301
C -0.941 -0.903 0.278
N -1.941 -0.055 -0.052
N -1.539 1.212 -0.238
C -0.243 1.173 -0.009
H 3.741 -0.294 -0.509
H -1.129 -1.950 0.469
H -2.894 -0.293 -0.273
H 0.385 2.051 -0.078



Run R
11
Properties=species:S:1:pos:R:3 method="wB97M-V/def2-TZVPD" e_homo_ev="-8.62 / -8.62" spin_multiplicity=1
C 3.151 0.547 0.267
C 1.924 0.336 0.448
C 0.535 0.118 0.175
C -0.247 -1.065 -0.094
C -1.568 -0.643 -0.167
N -1.675 0.666 0.110
N -0.463 1.098 0.324
H 0.908 0.124 -0.918
H 0.184 -2.034 -0.298
H -2.451 -1.209 -0.428
H -0.298 2.063 0.582



Run S
11
Properties=species:S:1:pos:R:3 method="wB97M-V/def2-TZVPD" e_homo_ev="-7.77 / -8.15" spin_multiplicity=1
C 1.482 1.082 2.208
C 1.121 0.357 1.315
C 0.733 -0.349 0.159
N -0.457 -0.921 0.006
C -1.079 -0.790 -1.198
C -1.093 0.494 -1.780
N -1.185 1.584 -2.184
H 1.757 1.762 2.984
H 1.347 -0.314 -0.730
H -0.953 -1.305 0.811
H -1.672 -1.600 -1.592



Most stable: run Q (next structure +2.051 eV)



Run P
16
Properties=species:S:1:pos:R:3 method="wB97M-V/def2-TZVPD" e_homo_ev=-9.86 smiles="NC(=O)CCO.O" spin_multiplicity=1
C 0.686 0.035 0.370
C 0.916 -0.940 -0.808
O 1.571 -0.225 -1.894
C 0.194 -0.684 1.628
N -1.049 -0.296 1.965
O 0.692 -1.740 1.994
H 1.756 0.441 0.327
H 0.003 0.815 0.043
H -0.061 -1.311 -1.203
H 1.503 -1.841 -0.646
H 2.259 -0.793 -2.246
H -1.688 -0.954 2.388
H -1.532 0.412 1.440
H -2.291 2.719 -1.516
H -1.200 2.403 -0.593
O -1.758 1.959 -1.248



Run Q
16
Properties=species:S:1:pos:R:3 method="wB97M-V/def2-TZVPD" e_homo_ev=-9.87 smiles="CCNC(=O)O.O" spin_multiplicity=1
C -1.015 1.026 0.166
N -0.016 0.443 -0.706
C -0.254 -0.174 -1.888
O 0.916 -0.374 -2.532
O -1.316 -0.560 -2.292
C -0.562 0.873 1.607
H -1.163 2.082 -0.062
H -1.975 0.536 0.011
H 0.894 0.879 -0.599
H 0.749 -0.880 -3.348
H -1.196 1.391 2.314
H 0.468 1.248 1.710
H -0.491 -0.177 1.848
H 1.732 -2.797 1.617
H 1.785 -1.638 0.642
O 1.444 -1.880 1.511



Run R
16
Properties=species:S:1:pos:R:3 method="wB97M-V/def2-TZVPD" e_homo_ev=-9.64 smiles=CC(O)(O)NCO spin_multiplicity=1
C 0.716 0.214 0.034
C -1.575 -0.570 0.493
C 2.025 -0.307 -0.550
N -0.314 -0.809 -0.138
O 0.922 0.450 1.387
O 0.378 1.396 -0.640
O -2.235 0.629 0.099
H 0.193 0.975 1.742
H -0.497 1.688 -0.336
H -2.559 0.535 -0.805
H -0.408 -1.025 -1.123
H -1.419 -0.472 1.570
H -2.218 -1.439 0.309
H 2.288 -1.229 -0.046
H 2.793 0.440 -0.381
H 1.912 -0.475 -1.616



Most stable: run Q (next structure +0.828 eV)



Run P
16
Properties=species:S:1:pos:R:3 method="wB97M-V/def2-TZVPD" e_homo_ev=-9.68 smiles="C=NOC.COO" spin_multiplicity=1
C 2.282 -0.398 -0.837
O 1.180 0.348 -0.369
O -2.186 0.790 -0.741
H -2.413 0.887 -1.680
H 1.980 -0.784 -1.809
H 2.514 -1.226 -0.161
H 3.166 0.235 -0.947
C -1.697 -1.250 0.237
C 0.524 1.588 1.376
O -2.692 -0.494 -0.402
N 1.444 0.887 0.881
H -2.211 -2.164 0.534
H -0.866 -1.476 -0.439
H -1.315 -0.730 1.123
H 0.713 2.006 2.350
H -0.425 1.782 0.886



Run Q
16
Properties=species:S:1:pos:R:3 method="wB97M-V/def2-TZVPD" e_homo_ev=-10.05 smiles="CCNC(=O)O.O" spin_multiplicity=1
C 0.221 -0.924 1.135
N 0.357 -1.193 -0.254
C -0.633 -1.162 -1.133
O -0.087 -1.019 -2.429
O -1.905 -1.290 -1.092
C 1.184 0.243 1.719
H 0.372 -1.729 1.811
H -0.883 -0.595 1.193
H 1.302 -1.062 -0.730
H -0.882 -0.991 -3.097
H 0.902 0.612 2.730
H 2.192 -0.175 1.662
H 1.218 1.123 1.049
H -1.878 2.692 -0.494
H -0.568 2.721 -1.463
O -0.912 2.750 -0.607



Most stable: run Q (next structure +5.269 eV)



Run P
16
Properties=species:S:1:pos:R:3 method="wB97M-V/def2-TZVPD" e_homo_ev=-10.22 spin_multiplicity=1
C -0.182 -0.183 -0.207
C 0.713 1.037 -0.183
O 2.053 0.589 -0.488
C -1.614 0.273 0.168
N -2.546 -0.774 -0.116
O -1.788 1.437 0.488
H -0.199 -0.635 -1.208
H 0.106 -0.938 0.522
H 0.737 1.544 0.784
H 0.360 1.768 -0.936
H 2.649 1.334 -0.537
H -2.188 -0.604 0.949
H -3.452 -0.324 -0.284
H 3.150 -2.425 0.165
H 2.337 -1.104 -0.048
O 2.296 -2.030 0.270



Run Q
16
Properties=species:S:1:pos:R:3 method="wB97M-V/def2-TZVPD" e_homo_ev=-9.59 smiles="N[C@H](C=O)CO.O" spin_multiplicity=1
O -0.544 1.466 2.159
C -0.852 1.201 1.027
C -0.854 -0.213 0.475
C 0.507 -0.849 0.727
O 0.433 -2.229 0.391
N -1.177 -0.246 -0.931
H -1.125 2.018 0.326
H -1.581 -0.750 1.110
H 1.194 -0.390 0.007
H 0.897 -0.687 1.728
H 0.667 -2.781 1.142
H -2.163 -0.104 -1.079
H -0.848 -1.088 -1.374
H 1.762 1.816 -1.168
H 1.555 1.537 -2.644
O 2.130 1.300 -1.896



Run R
16
Properties=species:S:1:pos:R:3 method="wB97M-V/def2-TZVPD" e_homo_ev=-9.64 smiles="CC[N+](=O)[O-].CO" spin_multiplicity=1
C -0.888 -0.021 -0.649
C -2.258 -0.600 -0.320
N -0.507 0.941 0.410
O -0.638 2.119 0.197
O -0.255 0.466 1.579
H -0.888 0.529 -1.589
H -0.125 -0.798 -0.676
H -3.024 0.173 -0.353
H -2.512 -1.354 -1.062
H -2.246 -1.060 0.665
C 2.240 0.303 0.312
O 2.113 -0.958 -0.323
H 2.261 -1.645 0.336
H 3.236 0.424 0.762
H 2.147 1.061 -0.464
H 1.344 0.419 1.175



Most stable: run Q (next structure +1.320 eV)



Run P
16
Properties=species:S:1:pos:R:3 method="wB97M-V/def2-TZVPD" e_homo_ev=-9.22 smiles="C[C@H](N)C(=O)O.O" spin_multiplicity=1
O -0.123 0.469 1.793
C -0.926 0.271 0.857
O -2.187 -0.127 1.036
C -0.622 0.389 -0.712
C -0.541 -0.986 -1.224
N 0.498 1.122 -0.963
H -2.288 -0.067 2.055
H -1.469 1.049 -1.072
H -1.464 -1.556 -1.183
H 0.331 -1.617 -0.931
H -0.278 -0.708 -2.293
H 1.391 0.848 -0.561
H 0.464 2.102 -0.672
H 3.107 -0.691 1.528
H 1.653 -0.185 1.443
O 2.452 -0.314 0.898



Run Q
16
Properties=species:S:1:pos:R:3 method="wB97M-V/def2-TZVPD" e_homo_ev=-10.43 smiles="CNCC(=O)O.O" spin_multiplicity=1
O 1.303 2.970 -1.089
O 1.021 0.794 -1.998
C 0.856 1.816 -1.095
N -0.712 0.000 -0.475
C -1.466 -0.350 0.708
C -0.067 1.257 -0.082
H 0.443 0.127 -1.536
H -1.398 0.146 -1.227
H -0.719 -0.665 1.455
H -2.180 -1.177 0.555
H -2.016 0.520 1.105
H -0.826 2.061 -0.126
H 0.414 1.302 0.914
O 1.883 -3.297 0.824
H 2.172 -2.875 1.665
H 1.294 -2.631 0.402



Most stable: run P (next structure +0.855 eV)



Run P
18
Properties=species:S:1:pos:R:3 method="wB97M-V/def2-TZVPD" e_homo_ev="1.16 / -3.96" charge=-1 spin_multiplicity=2
C -2.200 2.778 0.254
C -1.059 2.140 -0.077
N -0.673 0.873 0.258
C 0.789 0.518 0.238
C 0.991 -3.276 -0.429
C 0.960 -1.943 0.224
C 1.092 -0.750 -0.456
H -3.061 2.325 0.727
H -2.331 3.782 -0.140
H -0.333 2.736 -0.621
H -1.149 0.516 1.079
H 1.260 1.364 -0.261
H 1.110 0.470 1.289
H 0.319 -4.014 0.021
H 0.765 -3.224 -1.496
H 1.968 -3.781 -0.415
H 0.581 -1.840 1.219
H 1.232 -0.750 -1.532



Run Q
18
Properties=species:S:1:pos:R:3 method="wB97M-V/def2-TZVPD" e_homo_ev="0.90 / -2.59" charge=-1 spin_multiplicity=2
C 1.492 -1.046 -0.779
N -1.482 -0.856 -1.480
C -0.788 0.098 -0.724
C 0.493 -0.061 -0.234
C 0.543 0.338 1.232
C 1.697 0.638 1.842
C -1.740 1.157 -0.163
H 2.459 -0.602 -1.048
H 1.045 -1.546 -1.629
H 1.879 -1.732 0.017
H -1.310 -1.839 -1.251
H -2.456 -0.582 -1.489
H -0.375 0.316 1.818
H 1.935 0.453 2.874
H 2.475 0.979 1.171
H -2.351 1.660 -0.903
H -1.145 2.011 0.177
H -2.371 0.613 0.570



Run R
18
Properties=species:S:1:pos:R:3 method="wB97M-V/def2-TZVPD" e_homo_ev="1.12 / -3.19" charge=-1 spin_multiplicity=2
C 2.606 1.009 2.161
C 1.653 0.464 1.347
N 0.672 -0.503 1.670
C 0.027 -1.098 0.539
C -2.086 0.357 -2.406
C -0.995 -0.335 -1.642
C -0.842 -0.197 -0.294
H 2.436 1.334 3.186
H 3.655 1.069 1.874
H 1.708 0.527 0.260
H -0.024 -0.239 2.357
H 0.763 -1.478 -0.191
H -0.511 -1.999 0.860
H -2.094 0.042 -3.448
H -3.094 0.229 -1.982
H -1.927 1.446 -2.392
H -0.498 -1.184 -2.107
H -1.449 0.555 0.209



Most stable: run P (next structure +0.213 eV)